Computed, not measured: one molecule with the formula C16H20N4O3S2 in a non-equilibrium geometry, with the ωB97M-V functional and the def2-TZVPD basis.

* HOMO: -9.190 eV
* orbital gap: 0.345 Ha
* spin multiplicity: 1

XYZ file:
```
45
Properties=species:S:1:pos:R:3:lowdin_charge:R:1
S 0.540 -3.193 5.009 0.9699
S -0.618 3.319 -2.052 0.6841
O 0.412 4.287 -1.785 -0.2859
O -1.944 3.794 -2.312 -0.2777
O 0.129 -4.073 1.643 0.0814
N -1.630 -1.957 3.937 0.0268
N -0.200 2.257 -3.293 -0.2344
N -1.923 -1.062 2.997 0.0899
N 0.255 -1.304 3.015 -0.0348
C 1.234 2.061 -3.393 -0.2018
C 0.546 3.219 -5.378 -0.1496
C -0.335 -2.114 3.944 -0.6740
C -1.573 1.115 -0.744 -0.0362
C -1.471 -5.094 3.097 -0.0132
C 0.192 2.306 0.381 -0.0421
C 1.638 -1.330 2.631 -0.0134
C -0.131 -4.548 2.722 -0.5300
C -1.611 0.194 0.286 0.0079
C 1.702 3.140 -4.372 -0.1653
C -0.666 2.635 -4.620 -0.1842
C -0.664 2.155 -0.691 -0.2657
C 0.158 1.387 1.416 -0.0187
C -0.805 -0.665 2.436 -0.2596
C -0.733 0.317 1.362 -0.1428
C 0.912 -4.557 3.821 -0.3656
H 0.362 4.242 -5.696 0.1077
H -2.239 1.049 -1.589 0.1200
H -1.484 3.344 -4.502 0.1057
H -2.064 -5.272 2.204 0.0920
H 1.681 2.154 -2.405 0.1138
H 0.761 2.618 -6.261 0.1049
H 2.653 2.895 -4.841 0.1091
H 2.257 -1.399 3.527 0.0897
H 0.866 3.149 0.394 0.1150
H 1.418 1.056 -3.786 0.1281
H 1.911 -4.399 3.413 0.0785
H -1.983 -4.344 3.705 0.0734
H -1.378 -6.003 3.684 0.0863
H 0.795 1.527 2.277 0.1190
H -2.313 -0.625 0.277 0.1205
H -1.048 1.737 -5.115 0.1203
H 0.884 -5.467 4.415 0.0761
H 1.886 -0.430 2.075 0.0821
H 1.798 4.079 -3.829 0.1003
H 1.820 -2.200 1.994 0.0925
```